Molecular formula: C7H8AgCl3N2O2Si
Method: DFT, ωB97M-V/def2-TZVPD

```
24
Properties=species:S:1:pos:R:3:mulliken_charge:R:1
C -5.618 4.153 0.228 -0.324
H -5.435 4.938 -0.513 0.266
Ag 0.134 -0.015 0.055 0.103
H -5.774 5.312 1.787 0.303
Cl 2.605 1.344 2.680 -0.269
H -5.209 0.345 -2.894 0.478
O -5.620 2.729 -2.123 -0.623
H -1.546 -1.704 -1.989 0.356
H -2.336 1.872 -0.123 0.410
Cl 2.689 -1.891 2.243 -0.268
H -6.670 3.856 0.159 0.277
Si 2.304 -0.115 1.221 0.432
N -1.865 0.075 -1.004 -0.321
N -4.773 3.016 -0.059 -0.174
C -2.689 1.106 -0.804 -0.107
C -2.235 -0.879 -1.861 -0.109
C -4.274 0.244 -2.361 -0.017
O -5.259 4.545 1.527 -0.515
C -3.910 1.228 -1.448 0.273
H -4.196 2.703 0.703 0.231
H -3.677 -1.622 -3.254 0.387
C -4.837 2.392 -1.253 0.244
C -3.428 -0.831 -2.561 -0.762
Cl 3.974 0.095 -0.009 -0.269
```

As for the strongest force on any atom: 0.53 eV Å⁻¹. The total charge is 0. Its HOMO-LUMO gap is 7.977 eV. Its electronic energy is -2348.753492 Eh.

Molecular formula: C35H61FN2O5P2SSi2
Method: DFT, ωB97M-V/def2-TZVPD

```
109
Properties=species:S:1:pos:R:3:mulliken_charge:R:1
C 8.263 -4.031 1.322 0.119
C 2.426 -1.132 0.153 -0.122
H 2.756 1.153 -5.112 0.195
H 1.269 -4.364 4.698 0.297
C 5.043 -6.018 -4.140 -1.048
H -3.369 3.565 2.828 0.337
H 7.634 -7.018 -3.039 0.248
H -3.415 2.364 -1.751 -0.104
C 3.386 -0.696 -2.509 -0.496
H 4.147 -5.327 -4.505 0.220
C -8.500 5.272 0.225 -0.993
C -9.184 4.603 3.094 -1.021
N -6.387 4.363 2.172 -0.232
C 5.903 -3.776 -0.397 0.019
Si -7.833 5.317 1.977 0.239
H 8.562 -6.062 2.348 0.275
C -0.348 -0.795 0.637 -0.456
H -3.590 -0.262 -2.639 0.046
H -3.891 2.494 1.507 0.210
C 8.211 -2.450 1.761 -0.982
C 5.755 -5.489 -2.757 0.274
H -4.221 6.606 2.780 0.266
H -0.781 -4.094 3.154 0.239
H -3.081 0.458 -4.357 0.148
P 1.802 0.097 -4.746 0.135
H -5.693 -0.671 -2.236 0.282
H -8.558 4.245 -0.146 0.221
N 1.963 -0.357 -3.001 0.388
C -4.271 6.457 1.698 -1.042
H -6.809 0.840 -1.993 0.188
H 7.254 -2.214 2.420 0.169
C -7.602 7.106 2.490 -1.019
H -0.851 -2.192 3.394 0.031
C 0.900 -0.775 -0.429 0.123
C 5.236 -1.500 -0.426 -0.719
H -5.338 0.894 -4.833 0.312
H 4.118 -3.816 -2.044 0.339
Si -4.936 4.753 1.286 0.102
H 4.668 -7.126 -4.105 0.320
H 5.658 -0.551 0.150 0.332
H 1.837 0.177 3.882 0.270
H -3.260 6.573 1.295 0.341
H -5.764 5.444 -0.966 0.363
H 0.605 -2.909 5.806 0.313
C -3.604 0.707 -3.318 -0.352
H -0.484 2.219 -2.267 0.209
H -4.886 7.248 1.263 0.316
H -1.476 -0.936 -2.031 0.250
H -2.667 3.742 1.210 0.211
C -1.279 1.375 -1.986 0.233
C -0.806 -0.093 -2.548 -0.507
H 5.988 -1.707 -1.303 0.409
H 9.396 -4.250 1.016 0.292
C -6.222 0.215 -2.820 -0.874
H 6.839 -5.265 2.737 0.261
C 2.625 -1.489 1.775 0.355
H 0.486 0.676 -5.049 0.142
H -6.991 -0.298 -3.553 0.242
O 5.282 -2.721 0.437 -0.109
H 8.310 -1.752 0.827 0.218
C 7.201 -6.162 -2.338 -0.506
P 4.835 -0.670 -3.758 0.146
H -9.400 3.566 2.823 0.259
C 3.707 -1.117 -0.923 0.371
H 9.015 -6.137 -0.706 0.215
H -1.394 1.429 -0.806 -0.249
C -3.587 3.514 1.758 -0.994
H -4.188 4.660 -1.073 0.351
C -0.211 0.493 1.695 0.610
C 5.145 -4.332 -1.768 -0.104
C 7.355 -4.417 0.012 0.288
H 0.196 -0.586 4.670 0.207
H 4.757 0.363 -4.761 0.121
C 0.747 -0.404 -2.052 -0.046
C 0.827 -3.276 4.700 -0.599
H 8.503 -4.662 3.609 0.301
C 1.353 -0.693 4.531 -0.973
O 3.723 -0.938 2.365 -0.563
C -5.160 4.623 -0.572 -0.794
H 5.852 -5.961 -5.002 0.295
H -8.573 7.607 2.555 0.357
C 7.974 -5.619 -0.973 -0.622
C -0.656 -3.220 3.929 -0.617
F 0.794 1.578 1.535 -0.267
S 4.858 -2.380 -4.765 -0.268
H -6.999 7.660 1.767 0.317
H 6.149 -0.571 -3.157 0.162
O 1.737 -2.371 2.546 -0.248
C -2.730 1.896 -2.601 -0.239
H -9.509 5.698 0.195 0.366
H -5.640 3.679 -0.840 0.104
C 1.857 -2.162 3.997 0.390
H -0.447 -1.831 1.224 0.264
H -0.964 -0.247 -3.709 0.468
H -2.559 2.764 -3.389 0.325
C 7.984 -5.053 2.616 -0.940
O 1.914 -1.178 -5.721 -0.545
H -7.882 5.858 -0.459 0.315
H -8.876 4.637 4.144 0.262
H -5.364 2.295 -3.483 0.272
H 9.138 -2.185 2.464 0.377
O -1.135 0.488 2.696 -0.529
H -1.510 -3.364 4.736 0.287
H 2.927 -2.408 4.436 0.300
H 1.826 -0.557 5.618 0.370
H -7.124 7.172 3.472 0.258
C -5.164 1.150 -3.685 -0.265
H -10.105 5.186 2.987 0.277
H -1.417 -0.642 0.129 0.309
```

As for the strongest force on any atom: 10.37 eV Å⁻¹. The total charge is 0. Its HOMO-LUMO gap is 1.347 eV. Its electronic energy is -3614.632656 Eh.

Molecular formula: C20H39BBr5CaCsN3O7S
Method: DFT, ωB97M-V/def2-TZVPD

```
78
Properties=species:S:1:pos:R:3:mulliken_charge:R:1
H -2.445 0.364 -4.418 -0.082
H -2.405 -4.628 5.830 0.242
C -0.799 -0.544 -5.522 -0.607
H 3.036 1.545 5.059 0.387
C -3.253 -4.162 5.329 -0.905
C 0.623 0.251 -1.357 -0.320
O 2.648 -0.984 -6.870 -0.672
C -2.273 -2.170 3.474 -0.697
H -2.921 -0.783 -5.619 0.683
Br 5.370 2.323 1.601 0.052
H -3.094 -1.764 4.068 0.425
B -0.647 0.407 -6.782 0.191
H -2.789 -2.211 -1.837 0.429
N -1.191 -0.940 -1.798 0.285
O -2.573 -3.497 3.046 -0.340
H 0.158 3.400 -3.924 0.143
Br 6.322 -0.517 2.750 0.020
O -3.495 -5.461 3.361 -0.556
C 2.100 0.642 6.864 -0.746
H 0.926 3.986 7.976 0.465
H -0.577 -1.556 -5.863 0.315
O 0.363 3.296 8.389 -0.409
O 1.896 2.730 3.358 -0.576
H 1.866 -1.476 -7.141 0.313
H -0.723 -1.039 4.453 0.345
H -1.326 -2.303 -3.882 0.420
H -3.294 -3.109 5.596 0.311
C -0.593 0.270 -1.996 -1.139
H -0.938 -2.665 5.112 0.276
H -2.638 1.281 -6.798 0.378
C 0.139 3.518 -6.104 -0.897
H 1.258 -1.120 7.983 0.422
O 1.579 3.234 1.270 -0.573
H 2.002 1.483 7.529 0.521
O 2.874 4.463 2.499 -0.599
H -0.362 4.940 -4.561 0.295
H 4.245 0.782 3.091 -0.616
C -3.143 -4.425 3.843 0.719
H -1.863 1.162 -8.346 0.286
H 0.666 4.396 -6.448 0.526
Br 3.709 -0.221 0.895 0.157
H -1.518 3.607 -4.643 0.193
C -0.944 -2.076 4.196 -0.522
C 4.866 0.619 2.222 0.575
C -1.682 1.403 -7.303 -0.626
H 1.920 -2.458 5.719 0.485
H -0.143 -2.461 3.562 0.125
C -0.425 -1.717 -1.041 -0.598
S -1.093 3.216 -7.382 0.017
C -2.261 -1.756 -3.821 -0.970
N 2.596 -0.539 5.077 0.287
H -0.976 1.146 -2.561 0.825
Br 0.748 -3.719 0.813 -0.612
C 2.634 0.710 5.612 -0.248
H -0.468 3.161 7.888 0.460
H 0.379 0.310 -7.400 -0.320
H -0.045 -0.286 -4.769 0.082
H -3.224 -0.546 -2.285 0.361
Ca 2.640 -1.943 -1.867 1.621
Cs -1.767 2.766 -2.615 1.064
H -3.044 -2.436 -4.132 0.423
H 1.543 -1.363 -0.139 1.262
N 2.110 3.493 2.374 0.796
C -0.452 3.859 -4.735 -0.730
C -2.480 -1.326 -2.375 -0.801
H 2.933 -0.767 4.160 0.128
H 2.598 -0.176 -7.392 0.323
H 0.195 3.479 9.335 0.457
C 0.710 -1.030 -0.739 -1.209
Br -0.711 5.845 -8.318 -0.757
C 1.715 -0.713 7.096 -0.424
C -2.180 -0.599 -4.851 -0.231
H -0.509 -2.750 -0.671 0.210
H -4.171 -4.622 5.685 0.308
H 0.891 2.740 -5.995 0.289
H 1.366 1.029 -1.339 0.418
H -2.228 -1.581 2.558 0.266
C 2.038 -1.418 5.966 -0.799
```

As for the strongest force on any atom: 6.28 eV Å⁻¹. The total charge is +1. Its HOMO-LUMO gap is 2.107 eV. Its electronic energy is -15466.564883 Eh.

Molecular formula: C3H6NO2S
Method: DFT, ωB97M-V/def2-TZVPD

```
13
Properties=species:S:1:pos:R:3:mulliken_charge:R:1
H -0.816 1.386 0.168 0.383
H 1.122 1.291 2.572 0.109
H 1.582 -0.548 0.289 0.494
H 0.584 1.734 -0.795 0.257
S 1.448 2.058 1.408 -0.303
O -1.176 -0.576 -1.915 -0.722
C -1.465 -1.230 -0.864 0.510
N -0.363 -1.232 0.143 -0.199
H 0.910 -0.217 -1.343 0.191
H -0.404 -1.778 0.929 0.127
C 0.281 1.263 0.159 -0.571
O -2.403 -1.922 -0.553 -0.731
C 0.700 -0.229 -0.197 -0.547
```

As for the strongest force on any atom: 5.91 eV Å⁻¹. The total charge is -1. Its HOMO-LUMO gap is 7.304 eV. Its electronic energy is -721.372192 Eh. For the energy above the lowest of the compared OMol25 structures with the same formula, charge and spin, the calculation gives 22.9 kcal per mole.

Molecular formula: C4H9NO3
Method: DFT, ωB97M-V/def2-TZVPD

```
17
Properties=species:S:1:pos:R:3:mulliken_charge:R:1
O 0.704 -2.108 -1.152 -0.654
C 0.052 0.953 1.751 -0.895
H 1.054 0.783 2.152 0.299
H 2.332 -0.940 -0.625 0.316
O -1.790 0.741 -1.416 -0.485
O -1.463 -1.154 -0.217 -0.730
H -0.552 0.071 1.951 0.316
H -0.396 1.793 2.281 0.314
H 0.709 0.593 -1.731 0.405
N 0.051 1.228 0.327 -0.266
C -1.026 -0.025 -0.590 0.717
C 1.274 -1.089 -0.379 -0.434
H 0.489 2.107 0.075 0.281
H -2.658 0.324 -1.519 0.358
H 1.157 -1.328 0.689 0.229
H -0.391 -2.068 -0.812 0.433
C 0.454 0.120 -0.785 -0.201
```

As for the strongest force on any atom: 5.47 eV Å⁻¹. The total charge is 0. Its HOMO-LUMO gap is 9.932 eV. Its electronic energy is -438.202933 Eh. For the energy above the lowest of the compared OMol25 structures with the same formula, charge and spin, the calculation gives 79.2 kcal per mole.

Molecular formula: C18H16AsF5O8P2PdSTe
Method: DFT, ωB97M-V/def2-TZVPD

```
53
Properties=species:S:1:pos:R:3:mulliken_charge:R:1
H 1.059 -1.682 -3.217 0.423
O -1.553 2.969 2.853 -0.577
H -0.803 0.975 -2.750 0.363
H -3.880 1.776 -0.143 0.373
Te 1.845 2.617 2.176 1.704
C -1.965 0.851 -0.355 -0.068
H 3.948 2.228 -3.279 0.369
C -3.362 -1.505 -0.782 -0.624
H -1.008 2.718 2.076 0.415
C 1.244 -3.785 -2.818 -0.784
O 0.536 1.982 3.891 -0.364
C 1.175 0.829 -1.926 0.337
As 0.714 -0.328 -0.439 1.589
O -2.361 -1.571 3.027 -0.439
C 1.972 2.355 -4.112 -0.370
O 0.015 -1.230 3.748 -0.688
C 1.120 -2.453 -2.456 -0.179
S 1.196 -2.646 1.605 -0.359
C 0.238 1.242 -2.864 -0.067
O -1.599 0.668 3.669 0.361
C 2.909 1.942 -3.175 -0.791
H 1.286 -4.069 -3.862 0.370
H 2.278 2.959 -4.958 0.355
H 1.252 -5.166 0.288 0.408
F 3.409 3.282 2.972 -0.372
C -1.973 -1.509 -0.792 -0.619
F 2.503 1.014 2.972 -0.475
C 0.640 2.005 -3.954 -0.685
C 1.058 -2.095 -1.116 -0.445
O -1.911 -1.167 5.487 -0.787
C 2.513 1.182 -2.085 -0.347
P -0.968 2.131 4.085 0.487
H -1.418 1.764 -0.153 0.506
C -1.262 -0.332 -0.582 0.418
H -3.256 -1.602 3.381 0.243
H -0.099 2.330 -4.677 0.385
C 1.227 -4.404 -0.482 -0.731
H 3.236 0.899 -1.332 0.363
H -3.899 -2.434 -0.931 0.358
F 1.141 4.156 3.049 -0.379
F 1.992 4.017 0.872 -0.485
F 3.058 1.886 0.840 -0.482
H -1.449 -2.445 -0.942 0.218
C -3.351 0.852 -0.346 -0.741
C -4.055 -0.325 -0.560 -0.508
P -1.416 -0.852 4.137 0.569
Pd 0.435 -0.556 1.863 0.473
C 1.142 -3.055 -0.099 0.478
O -1.503 2.585 5.375 -0.760
H 1.366 -5.803 -2.087 0.340
C 1.289 -4.755 -1.818 -0.449
H -5.138 -0.324 -0.535 0.339
O 0.434 1.882 1.264 -0.667
```

As for the strongest force on any atom: 1.35 eV Å⁻¹. The total charge is -2. Its HOMO-LUMO gap is 7.166 eV. Its electronic energy is -5509.748277 Eh. For the energy above the lowest of the compared OMol25 structures with the same formula, charge and spin, the calculation gives 11.7 kcal per mole.

Molecular formula: AsF6H16O8
Method: DFT, ωB97M-V/def2-TZVPD

```
31
Properties=species:S:1:pos:R:3:mulliken_charge:R:1
H 5.436 -2.573 -2.187 0.323
F -0.852 -1.971 0.219 -0.502
F -0.209 1.388 -0.909 -0.478
H 0.090 4.549 2.157 0.318
H 6.575 -3.143 -3.007 0.313
F 1.028 -1.010 -1.231 -0.512
H 2.884 2.108 4.543 0.334
H 0.524 4.234 0.741 0.329
H 3.856 -2.910 2.877 0.335
O 5.625 -3.188 -2.897 -0.636
H -3.052 -4.797 -0.657 0.339
H -3.277 4.197 3.635 0.319
O 0.830 4.632 1.555 -0.648
O 3.198 2.748 5.182 -0.656
O 4.616 -3.109 3.424 -0.649
O -0.116 0.125 -7.259 -0.647
O -3.490 -5.434 -1.222 -0.649
F -1.526 -0.487 -1.823 -0.498
H 4.839 -4.013 3.205 0.314
H -0.502 0.068 -6.385 0.336
F -1.829 0.305 0.667 -0.520
H -2.794 -6.030 -1.498 0.311
H 3.247 3.570 4.696 0.321
H -0.823 -0.132 -7.851 0.312
O -2.984 4.244 2.726 -0.651
O -6.396 1.091 -1.005 -0.644
F 0.596 -0.061 1.098 -0.511
H -6.907 1.510 -0.312 0.312
H -2.630 3.374 2.542 0.331
As -0.443 -0.305 -0.380 2.021
H -5.513 1.019 -0.642 0.333
```

As for the strongest force on any atom: 2.58 eV Å⁻¹. The total charge is -1. Its HOMO-LUMO gap is 11.706 eV. Its electronic energy is -3446.673748 Eh. For the energy above the lowest of the compared OMol25 structures with the same formula, charge and spin, the calculation gives 44.8 kcal per mole.

Molecular formula: C7H14N2
Method: DFT, ωB97M-V/def2-TZVPD

```
23
Properties=species:S:1:pos:R:3:mulliken_charge:R:1
H 1.389 -3.184 -1.117 0.329
H 0.687 -0.224 -1.292 0.149
N -1.719 -0.512 0.752 0.013
H -0.002 2.903 -0.908 0.291
H -0.521 -1.074 2.461 0.393
C 0.701 -2.393 -1.415 -1.172
C -0.852 -0.302 1.784 -0.356
H -2.454 -1.200 0.719 0.216
H 2.762 -0.650 -2.576 0.329
H 0.627 -2.420 -2.499 0.321
H -2.304 0.731 -0.882 0.375
N -0.268 0.853 1.694 -0.543
C 1.336 -1.049 -0.995 0.242
C -0.779 1.466 0.568 0.847
H 3.337 -0.108 -0.962 0.355
H -0.261 -2.449 -0.912 0.285
C -1.698 0.635 0.007 -0.666
H 0.453 3.129 0.789 0.377
C 2.748 -0.853 -1.500 -1.345
H 3.364 -1.751 -1.391 0.322
H 1.331 -1.017 0.100 0.187
H -1.044 3.581 0.447 0.322
C -0.345 2.807 0.115 -1.271
```

As for the strongest force on any atom: 1.97 eV Å⁻¹. The total charge is 0. Its HOMO-LUMO gap is 9.497 eV. Its electronic energy is -384.620765 Eh. For the energy above the lowest of the compared OMol25 structures with the same formula, charge and spin, the calculation gives 7.0 kcal per mole.